This record from the OMol25 dataset describes C19H23IN5O4SY as an isolated structure at a distorted geometry. The level of theory is wB97M-V/def2-TZVPD.

```
54
Properties=species:S:1:pos:R:3:forces:R:3:mulliken_charge:R:1
C 1.1172 0.0874 -3.2632 0.9895 0.5089 -1.3582 -1.186
I -3.8230 -1.0653 -1.5626 -3.6724 -0.7476 -2.4268 -0.122
H 0.0408 -0.1701 -3.2785 0.5194 0.3210 0.2413 0.299
H 1.7333 -0.8216 -3.3323 -0.3276 -0.0512 -0.2206 0.262
H 1.3345 0.7446 -4.1124 0.0528 -0.3263 -0.3248 0.394
C 0.2336 3.1778 1.1895 -0.4630 0.2978 -0.1197 -0.608
C -1.0385 2.7756 1.0730 0.1027 0.9390 0.0796 -1.060
N -1.0891 1.7849 0.0779 -1.2445 -0.5885 0.1783 0.824
C 0.2385 1.5270 -0.3064 0.9082 -2.9885 -2.2012 -0.049
N 0.9994 2.4356 0.3165 1.8531 1.9179 1.5508 0.555
H 0.6651 3.9359 1.8257 -0.0596 -0.1775 0.0261 0.474
H -1.9283 3.1607 1.5376 0.0084 -0.2052 0.1724 0.485
C 1.7184 -2.3643 0.9817 -0.0137 -0.2178 0.1137 -0.477
C 0.9474 -0.9088 -0.5316 -0.4609 3.2951 -1.7032 -0.033
N 1.9041 -1.1464 0.3807 2.3858 -0.6506 2.4061 0.515
H 0.2092 -3.9179 0.5920 -0.1231 0.1987 0.0950 0.557
N 0.1251 -2.0481 -0.5178 -1.7954 -0.5169 -0.2280 0.404
H 2.3916 -2.7373 1.7411 -0.2196 0.1132 -0.0289 0.465
Y -1.7686 -0.5893 -0.0583 4.3116 0.5984 3.1935 -0.392
C 0.7302 0.4262 -1.1291 -4.3067 -0.9138 4.1886 -0.312
O 1.5248 0.8225 -2.1309 0.8752 0.1924 -3.1983 -0.108
C 0.6306 -2.9373 0.4433 0.7312 -0.6062 0.2572 -1.207
C -0.5423 -2.5958 -1.6988 0.0210 -0.5690 -0.3457 -0.772
H -0.3145 -3.6723 -1.7475 -0.0294 0.2522 -0.1632 0.517
H -0.1936 -2.1016 -2.6141 -0.1613 -0.1661 0.3191 0.071
H -1.6476 -2.5035 -1.6088 0.7360 -0.2590 -0.4223 0.056
C 3.0799 -0.3282 0.6422 -0.5086 -0.4372 0.0247 -1.151
H 3.3480 0.2414 -0.2514 -0.1562 -0.1197 0.0889 0.352
H 3.9078 -0.9989 0.9013 -0.0545 0.0960 -0.0366 0.443
H 2.9032 0.3325 1.4999 0.0442 -0.0300 -0.2041 0.181
C 2.3973 2.7562 0.0540 -0.5379 -0.0694 0.2411 -1.161
H 2.4960 3.8465 -0.0226 0.0133 -0.1099 -0.0712 0.427
H 2.7060 2.2916 -0.8836 -0.0640 0.0634 0.1589 0.270
H 3.0278 2.4145 0.8835 0.0069 0.0146 -0.1892 0.333
C -2.1315 1.9625 -0.9309 0.2838 0.8026 -0.6233 -1.374
H -1.9655 2.8963 -1.4991 -0.0882 -0.1860 0.0062 0.447
H -3.1051 2.0130 -0.4290 0.1395 -0.1097 -0.1559 0.357
H -2.1192 1.1385 -1.6723 0.0549 0.5271 0.2490 0.278
O 0.0821 1.5307 3.5287 0.7357 0.1713 0.1249 -0.640
S 0.0962 0.0921 3.4105 -2.5902 -1.4056 -0.7432 1.035
O 1.3699 -0.5806 3.3162 0.6374 0.3899 0.1772 -0.714
N -0.8960 -0.4228 2.1716 1.3998 0.7910 0.1882 0.028
C -1.9393 -1.1723 2.6109 0.0122 -0.1444 2.4517 1.398
O -2.7365 -1.6523 1.7243 -0.2291 -0.0221 -0.6233 -1.024
C -2.0164 -1.2724 4.0612 -0.8928 -0.5079 -3.0093 -0.420
C -3.0438 -1.8109 4.8462 -0.3683 -0.2660 1.3633 -0.677
C -2.9658 -1.6613 6.2315 -0.5138 -0.4391 -1.2390 -0.355
C -1.8768 -0.9910 6.8191 0.7211 0.4218 0.5410 -0.680
C -0.8529 -0.4585 6.0215 -0.2198 -0.2269 -0.6312 -0.560
C -0.9453 -0.6165 4.6406 1.4655 1.0087 1.9148 0.152
H -3.8664 -2.3208 4.3460 0.0956 0.1170 0.2436 0.442
H -3.7552 -2.0639 6.8693 0.1646 0.0866 -0.1757 0.342
H -1.8302 -0.8802 7.9029 0.0056 -0.0219 -0.2330 0.328
H -0.0001 0.0687 6.4428 -0.1744 -0.0441 0.0809 0.393
```
Positions in Å, forces in eV/Å.

For the energy above the lowest of the compared OMol25 structures with the same formula, charge and spin, the calculation gives 0.00 kcal per mole. The maximum force is 6.1 eV/Å. Its net charge is -2. The value obtained for the gap between HOMO and LUMO (spin up / spin down) is 4.02 / 1.30 eV. For the total energy, the calculation gives -2046.575624 Eh. The calculation puts the HOMO energy (spin up / spin down) at 0.007 / 0.090 Eh.

---

This record from the OMol25 dataset describes a 2-piece molecular cluster, C19H23N2O overall at a distorted geometry. The level of theory is wB97M-V/def2-TZVPD.

```
45
Properties=species:S:1:pos:R:3:forces:R:3:mulliken_charge:R:1
C 0.1050 -5.0333 -1.0577 -0.0883 -0.1406 -0.0071 -1.122
N 0.1552 -3.5646 -1.0542 0.1656 1.1526 0.0146 0.065
C -1.0653 -2.8660 -1.0481 1.3973 -0.1832 0.0070 0.646
C -2.2981 -3.5214 -1.0593 -0.2698 -0.5040 0.0009 -0.683
C -3.4800 -2.8150 -1.0525 0.6131 -0.5212 -0.0072 -0.715
C -3.4753 -1.4257 -1.0254 0.2692 0.9193 0.0147 -0.668
C -2.2859 -0.7439 -1.0049 -0.5986 -0.1396 0.0179 -0.950
C -1.0578 -1.4416 -1.0246 0.6278 -0.0541 0.0131 0.943
C 0.1668 -0.7657 -1.0201 -0.0287 -0.6958 -0.0036 -0.621
C 1.3849 -1.4548 -1.0374 -0.6186 -0.0409 0.0019 1.199
C 1.3853 -2.8790 -1.0504 -1.3929 -0.3382 -0.0037 1.042
C 2.6199 -3.5354 -1.0590 0.3946 -0.4068 0.0014 -1.054
C 3.8053 -2.8358 -1.0599 -0.6506 -0.6106 0.0009 -0.769
C 3.8052 -1.4479 -1.0520 -0.2296 1.0079 0.0091 -0.656
C 2.6171 -0.7657 -1.0399 0.6228 -0.2050 0.0016 -0.904
H 1.0867 -5.4928 -1.0563 -0.0671 0.2887 -0.0008 0.266
H -0.4178 -5.3920 -0.1741 -0.0569 0.0763 0.0630 0.403
H -0.4147 -5.3893 -1.9442 -0.0521 0.0774 -0.0646 0.401
H -2.3251 -4.5958 -1.0702 -0.1068 -0.1531 -0.0146 0.467
H -4.4174 -3.3440 -1.0620 -0.1219 -0.1581 -0.0092 0.432
H -4.4092 -0.8866 -1.0173 -0.0625 0.0791 0.0243 0.444
H -2.2794 0.3333 -0.9560 0.1080 0.2243 0.0018 0.548
H 0.1713 0.3090 -1.0024 -0.0090 0.4197 0.0097 0.675
H 2.6619 -4.6076 -1.0640 0.1079 -0.1331 -0.0088 0.236
H 4.7407 -3.3713 -1.0667 0.0732 -0.1265 -0.0033 0.441
H 4.7414 -0.9126 -1.0549 0.0507 0.0932 0.0007 0.420
H 2.6133 0.3096 -1.0328 -0.0882 0.2671 0.0073 0.490
O -2.3527 2.8902 -0.1816 -0.8203 -0.6604 -0.7977 -0.443
C -1.7547 4.0120 0.4366 0.1140 0.8187 0.0953 -0.828
C -0.8597 3.5909 1.6033 -0.0932 -0.5901 -0.1363 0.208
C -0.2400 4.7633 2.3980 -0.0822 -0.0593 -0.3535 -0.733
C 1.1307 4.2412 2.8538 0.0222 -0.0849 0.2035 -0.597
C 1.5248 3.1969 1.7987 0.0280 -0.0588 -0.3612 -0.537
N 0.2839 2.7820 1.1038 -0.1935 -0.1725 0.2535 -0.327
H -2.9830 3.1693 -0.8888 0.8909 -0.0859 1.0040 0.290
H -1.1533 4.5456 -0.3074 0.1727 0.0621 0.1598 0.326
H -2.5378 4.6955 0.7839 0.0686 0.0143 0.1658 0.350
H -1.4536 2.9681 2.2907 -0.0783 0.1853 -0.1205 0.225
H -0.1250 5.6377 1.7487 0.0349 -0.0919 -0.0113 0.323
H -0.8700 5.0724 3.2405 0.1018 -0.1328 -0.2334 0.381
H 1.8768 5.0415 2.9405 -0.2076 -0.2020 -0.0491 0.341
H 1.0535 3.7736 3.8435 -0.0602 0.0467 -0.1957 0.289
H 2.1947 3.6369 1.0513 0.0278 0.0101 0.1600 0.268
H 2.0474 2.3364 2.2335 -0.1004 0.1428 -0.0173 0.257
H 0.0838 1.7824 1.1971 0.1862 0.6637 0.1671 0.232
```
Positions in Å, forces in eV/Å.

For the energy above the lowest of the compared OMol25 structures with the same formula, charge and spin, the calculation gives 21.92 kcal per mole. The maximum force is 1.4 eV/Å. Its net charge is +1. The value obtained for the gap between HOMO and LUMO is 5.98 eV. For the total energy, the calculation gives -922.331713 Eh. The calculation puts the HOMO energy at -0.399 Eh.

---

Which of these has the lowest net charge?
C19H23IN5O4SY

---

The highest net charge belongs to which entry?
C19H23N2O

---

Which value of maximum force does entry 1 give?
6.1 eV/Å

---

What is the formula in the second record?
C19H23N2O